Entry 1:
{"formula": "C5H14N2O", "method": "ωB97M-V with the def2-TZVPD basis set", "relative_energy_kcal_mol": 166.69, "homo_energy_ev": -6.7, "homo_lumo_gap_ev": 7.462, "symbols": ["C", "C", "C", "C", "C", "N", "N", "O", "H", "H", "H", "H", "H", "H", "H", "H", "H", "H", "H", "H", "H", "H"], "coordinates": [[-0.10, -0.37, 0.19], [2.03, -0.78, 0.28], [0.62, 0.77, -0.21], [-0.60, -1.35, -0.84], [-0.56, -0.56, 1.60], [-1.17, 1.60, -0.40], [-1.70, 1.52, -1.71], [2.51, -0.57, 1.58], [2.80, 0.35, 1.67], [-1.69, 2.23, 0.22], [-1.57, 2.39, -2.24], [-2.71, 1.32, -1.71], [2.72, -0.45, -0.50], [1.82, -1.84, 0.16], [1.01, 1.45, 0.53], [0.89, 0.90, -1.25], [-0.57, -2.37, -0.45], [-0.03, -1.29, -1.76], [-1.64, -1.11, -1.07], [-0.43, 0.35, 2.20], [-1.61, -0.84, 1.62], [0.02, -1.36, 2.08]]}

=====

Entry 2:
{"formula": "C20H31F7IN6OS", "method": "ωB97M-V with the def2-TZVPD basis set", "homo_energy_ev": -11.9, "charge": 1, "homo_lumo_gap_ev": 7.979, "symbols": ["C", "C", "C", "I", "N", "C", "N", "C", "C", "C", "F", "F", "F", "C", "F", "C", "C", "O", "C", "F", "F", "F", "N", "C", "C", "C", "S", "H", "H", "H", "H", "H", "H", "H", "H", "H", "H", "H", "H", "H", "H", "H", "H", "H", "H", "H", "H", "H", "H", "C", "C", "N", "H", "H", "H", "C", "C", "N", "H", "H", "H", "C", "C", "N", "H", "H", "H"], "coordinates": [[-2.17, -3.37, 2.42], [-1.19, -3.84, 1.26], [0.27, -3.17, 1.27], [0.89, -2.50, 3.28], [0.50, -2.12, 0.24], [-0.26, -1.08, 0.00], [-1.52, -0.74, 0.72], [-2.75, -0.54, -0.11], [-3.23, -1.83, -0.91], [-4.67, -1.60, -1.58], [-4.71, -0.44, -2.35], [-4.99, -2.76, -2.32], [-5.62, -1.58, -0.52], [-1.21, 0.69, 1.09], [-0.78, 0.84, 2.44], [-0.12, 1.19, -0.01], [-0.26, 2.66, -0.60], [0.75, 3.50, 0.04], [1.29, 4.42, -0.87], [0.27, 5.21, -1.41], [2.10, 5.29, -0.12], [2.08, 3.86, -1.86], [-0.13, 0.01, -0.94], [0.94, -0.06, -1.98], [0.17, -0.09, -3.41], [0.53, -1.46, -4.21], [-0.80, -2.76, -4.05], [-2.07, -2.28, 2.71], [-3.28, -3.55, 2.18], [-1.93, -4.00, 3.34], [-1.02, -4.97, 1.43], [-1.64, -3.79, 0.21], [1.01, -4.02, 1.03], [1.36, -2.21, -0.32], [-2.71, 0.33, -0.84], [-3.59, -0.29, 0.63], [-2.51, -2.08, -1.76], [-3.40, -2.70, -0.19], [-2.07, 1.43, 0.91], [0.85, 1.12, 0.62], [-1.32, 3.03, -0.43], [-0.02, 2.60, -1.72], [1.68, 0.82, -1.91], [1.58, -1.00, -1.96], [0.40, 0.82, -4.05], [-0.96, -0.12, -3.25], [0.59, -1.20, -5.32], [1.55, -1.88, -3.90], [-0.87, -3.13, -2.72], [3.64, 3.61, 2.13], [3.80, 2.16, 2.28], [3.93, 1.02, 2.40], [4.45, 4.05, 1.55], [2.70, 3.85, 1.61], [3.62, 4.11, 3.10], [-1.49, 2.63, 5.99], [-1.32, 1.18, 6.14], [-1.19, 0.04, 6.26], [-0.68, 3.07, 5.41], [-2.42, 2.87, 5.47], [-1.52, 3.13, 6.95], [5.26, -0.09, -3.42], [4.28, -1.02, -2.85], [3.51, -1.75, -2.40], [5.87, 0.37, -2.64], [5.94, -0.60, -4.11], [4.77, 0.71, -3.97]]}

=====

Entry 3:
{"formula": "C6H9NO", "method": "ωB97M-V with the def2-TZVPD basis set", "smiles": "C1O[C@H]2[C@@H]3CN[C@H]2[C@H]13", "relative_energy_kcal_mol": 67.82, "homo_energy_ev": -8.3, "homo_lumo_gap_ev": 9.357, "symbols": ["C", "O", "C", "C", "C", "N", "C", "C", "H", "H", "H", "H", "H", "H", "H", "H", "H"], "coordinates": [[-0.73, -0.49, -1.73], [-0.20, 0.86, -1.78], [0.34, 1.01, -0.49], [-0.75, 0.53, 0.49], [0.08, 0.30, 1.74], [1.20, -0.49, 1.25], [0.93, -0.54, -0.19], [-0.57, -0.83, -0.19], [-1.83, -0.37, -1.90], [-0.33, -1.11, -2.50], [0.99, 1.83, -0.39], [-1.79, 0.93, 0.54], [0.47, 1.24, 2.15], [-0.47, -0.25, 2.55], [1.95, 0.17, 1.24], [1.70, -1.00, -0.84], [-0.99, -1.79, 0.05]]}

=====

Entry 4:
{"formula": "C7H18NSi", "method": "ωB97M-V with the def2-TZVPD basis set", "smiles": "C[N@H+]1CCC[Si](C)(C)C1", "relative_energy_kcal_mol": 50.87, "homo_energy_ev": -13.1, "charge": 1, "homo_lumo_gap_ev": 10.288, "symbols": ["C", "N", "C", "C", "C", "Si", "C", "C", "C", "H", "H", "H", "H", "H", "H", "H", "H", "H", "H", "H", "H", "H", "H", "H", "H", "H", "H"], "coordinates": [[-2.94, 1.07, -0.06], [-1.62, 0.45, 0.17], [-1.68, -0.99, -0.27], [-0.50, -1.95, 0.25], [0.91, -1.59, -0.42], [1.55, 0.11, -0.05], [1.88, 0.33, 1.92], [2.86, 0.74, -1.20], [-0.55, 1.05, -0.46], [-3.19, 0.81, -1.12], [-3.64, 0.65, 0.76], [-2.81, 2.20, 0.12], [-1.40, 0.47, 1.26], [-1.56, -0.90, -1.40], [-2.62, -1.41, -0.04], [-0.43, -2.06, 1.36], [-0.69, -2.96, -0.21], [1.71, -2.14, 0.07], [0.91, -1.86, -1.51], [2.58, 1.08, 2.16], [0.94, 0.60, 2.34], [2.19, -0.59, 2.34], [2.96, 0.43, -2.21], [3.05, 1.89, -1.36], [3.86, 0.34, -0.82], [-0.66, 1.03, -1.62], [-0.43, 2.17, -0.22]]}

=====

Entry 5:
{"formula": "C18H23N3O", "method": "ωB97M-V with the def2-TZVPD basis set", "smiles": "Cc1ccc(CN2CCN(/N=C/c3ccco3)CC2)c(C)c1", "relative_energy_kcal_mol": 85.09, "homo_energy_ev": -7.2, "homo_lumo_gap_ev": 8.067, "symbols": ["C", "C", "C", "C", "C", "C", "N", "C", "C", "N", "N", "C", "C", "C", "C", "C", "O", "C", "C", "C", "C", "C", "H", "H", "H", "H", "H", "H", "H", "H", "H", "H", "H", "H", "H", "H", "H", "H", "H", "H", "H", "H", "H", "H", "H"], "coordinates": [[3.99, 3.16, -0.35], [2.67, 2.53, -0.71], [2.10, 1.56, 0.11], [0.90, 0.97, -0.24], [0.24, 1.33, -1.41], [-1.07, 0.67, -1.73], [-1.14, -0.66, -1.16], [-0.28, -1.62, -1.82], [-0.03, -2.79, -0.84], [-1.09, -2.84, 0.14], [-0.74, -2.35, 1.33], [-1.55, -1.93, 2.21], [-1.05, -1.51, 3.49], [0.22, -1.45, 4.00], [0.10, -0.95, 5.31], [-1.23, -0.74, 5.51], [-1.94, -1.07, 4.42], [-2.39, -2.62, -0.46], [-2.48, -1.18, -1.01], [0.79, 2.31, -2.23], [0.11, 2.76, -3.49], [2.00, 2.89, -1.87], [4.81, 2.50, -0.64], [4.12, 4.11, -0.86], [4.06, 3.33, 0.72], [2.60, 1.27, 1.02], [0.47, 0.22, 0.40], [-1.88, 1.26, -1.30], [-1.23, 0.64, -2.83], [0.67, -1.13, -2.07], [-0.73, -1.99, -2.76], [0.01, -3.74, -1.38], [0.90, -2.65, -0.29], [-2.64, -1.85, 2.09], [1.12, -1.74, 3.49], [0.89, -0.77, 6.02], [-1.78, -0.37, 6.36], [-2.49, -3.35, -1.27], [-3.18, -2.81, 0.27], [-3.01, -0.53, -0.31], [-3.04, -1.18, -1.97], [0.04, 1.94, -4.20], [0.65, 3.58, -3.95], [-0.91, 3.10, -3.27], [2.43, 3.65, -2.50]]}

=====

Entry 6:
{"formula": "C13H23CeO4P", "method": "ωB97M-V with the def2-TZVPD basis set", "homo_energy_ev": [-24.0, -24.0], "charge": 4, "homo_lumo_gap_ev": [4.649, 4.719], "symbols": ["Ce", "C", "O", "C", "O", "C", "O", "C", "P", "H", "H", "C", "H", "C", "H", "H", "H", "C", "H", "C", "H", "H", "C", "H", "H", "H", "C", "H", "H", "H", "C", "H", "H", "H", "C", "H", "H", "H", "H", "H", "O", "C"], "coordinates": [[0.25, 0.49, 2.83], [0.11, 2.55, 1.72], [0.02, 3.60, 1.20], [2.52, 0.23, 2.19], [3.65, 0.11, 1.92], [-0.07, -1.79, 2.51], [-0.12, -2.96, 2.45], [0.60, 1.40, -1.25], [-0.02, 0.06, -0.11], [-1.73, -0.45, -1.69], [0.05, 2.29, -0.91], [0.61, -1.44, -1.03], [0.63, -1.10, -2.08], [0.29, 1.17, -2.74], [-0.71, 0.77, -2.92], [1.03, 0.51, -3.20], [0.36, 2.14, -3.25], [2.10, 1.68, -1.07], [2.71, 0.87, -1.49], [-2.68, -0.87, 0.20], [2.40, 1.85, -0.03], [2.34, 2.59, -1.64], [-2.42, 1.41, -0.85], [-3.14, -0.29, 1.01], [-3.49, -1.28, -0.42], [-2.15, -1.72, 0.65], [-1.81, 0.02, -0.69], [-3.51, 1.31, -0.88], [-2.12, 1.90, -1.79], [-2.17, 2.08, -0.02], [-0.30, -2.67, -0.97], [-0.43, -3.03, 0.06], [0.19, -3.47, -1.55], [-1.28, -2.50, -1.42], [2.03, -1.80, -0.62], [2.74, -0.97, -0.70], [2.38, -2.61, -1.28], [2.07, -2.19, 0.41], [-2.33, 0.77, 2.82], [-2.29, 1.09, 3.53], [2.13, 0.06, 6.06], [1.56, 0.19, 5.06]]}

=====

Entry 7:
{"formula": "C3H10NOS2", "method": "ωB97M-V with the def2-TZVPD basis set", "spin_multiplicity": 3, "relative_energy_kcal_mol": 8.62, "homo_energy_ev": [-11.1, -13.2], "charge": 1, "s_squared": 2.011, "homo_lumo_gap_ev": [7.962, 4.933], "symbols": ["C", "C", "C", "N", "O", "S", "S", "H", "H", "H", "H", "H", "H", "H", "H", "H", "H"], "coordinates": [[0.58, -1.65, -0.07], [-0.93, -0.39, -1.37], [-0.27, 1.23, 1.32], [0.38, -0.36, -0.70], [-1.54, 0.88, -1.50], [0.48, 2.64, 0.71], [0.21, 0.16, 2.57], [-0.05, -1.85, 0.82], [0.48, -2.49, -0.72], [1.69, -1.54, 0.26], [-1.55, -1.11, -0.77], [-0.90, -0.95, -2.40], [-1.34, 1.13, 1.22], [1.15, 0.02, -1.12], [-1.19, 1.41, -2.24], [1.27, 2.81, 1.79], [1.53, 0.06, 2.21]]}

=====

Entry 8:
{"formula": "C11H18", "method": "ωB97M-V with the def2-TZVPD basis set", "smiles": "Cc1ccccc1.CC(C)C", "relative_energy_kcal_mol": 43.38, "homo_energy_ev": -8.8, "homo_lumo_gap_ev": 9.732, "symbols": ["C", "C", "C", "C", "C", "C", "C", "H", "H", "H", "H", "H", "H", "H", "H", "C", "C", "C", "C", "H", "H", "H", "H", "H", "H", "H", "H", "H", "H"], "coordinates": [[-3.26, 1.14, 0.04], [-2.04, 1.25, -0.91], [-1.18, 2.40, -0.72], [0.08, 2.18, -1.25], [0.33, 1.25, -2.21], [-0.43, 0.07, -2.31], [-1.67, 0.13, -1.62], [-4.14, 1.33, -0.61], [-3.17, 1.90, 0.78], [-3.33, 0.11, 0.42], [-1.58, 3.14, 0.04], [0.71, 2.90, -0.78], [1.21, 1.23, -2.90], [-0.15, -0.65, -3.04], [-2.35, -0.74, -1.48], [1.70, -0.10, 1.92], [1.12, -1.13, 0.92], [2.28, -1.48, 0.01], [0.59, -2.36, 1.68], [2.09, 0.78, 1.37], [2.56, -0.50, 2.52], [1.00, 0.18, 2.76], [0.26, -0.70, 0.37], [2.17, -2.23, -0.79], [2.46, -0.51, -0.45], [3.23, -1.77, 0.48], [-0.24, -2.12, 2.38], [0.25, -3.18, 1.07], [1.45, -2.53, 2.31]]}

=====

Entry 9:
{"formula": "H3N3O2", "method": "ωB97M-V with the def2-TZVPD basis set", "relative_energy_kcal_mol": 39.24, "homo_energy_ev": [-9.2, -7.7], "homo_lumo_gap_ev": [9.433, 6.415], "symbols": ["N", "N", "N", "O", "O", "H", "H", "H"], "coordinates": [[0.25, 0.56, -1.01], [-0.12, 1.40, -0.11], [-0.42, -1.00, 1.14], [-0.21, -1.45, 0.03], [-0.85, -1.52, 2.13], [1.17, 0.11, -1.07], [-0.44, 0.31, -1.70], [0.63, 1.58, 0.56]]}

=====

Entry 10:
{"formula": "C6H13NO", "method": "ωB97M-V with the def2-TZVPD basis set", "smiles": "CC(C)C[C@@H](N)C=O", "relative_energy_kcal_mol": 30.57, "homo_energy_ev": -9.4, "homo_lumo_gap_ev": 10.308, "symbols": ["C", "C", "C", "C", "C", "N", "C", "O", "H", "H", "H", "H", "H", "H", "H", "H", "H", "H", "H", "H", "H"], "coordinates": [[-0.08, 1.04, -1.77], [-0.16, -0.31, -1.03], [-1.14, -1.28, -1.70], [-0.52, -0.13, 0.45], [0.55, 0.57, 1.28], [0.08, 0.85, 2.64], [1.82, -0.25, 1.41], [1.96, -1.36, 0.97], [-0.42, 1.87, -1.14], [0.95, 1.24, -2.06], [-0.73, 1.12, -2.65], [0.82, -0.78, -1.10], [-0.85, -2.30, -1.38], [-1.04, -1.26, -2.78], [-2.17, -1.17, -1.37], [-0.85, -1.06, 0.92], [-1.41, 0.51, 0.46], [0.78, 1.50, 0.76], [0.63, 0.39, 3.36], [-0.87, 0.54, 2.77], [2.65, 0.27, 1.94]]}

=====

Entry 11:
{"formula": "C38H66BN2O22P", "method": "ωB97M-V with the def2-TZVPD basis set", "homo_energy_ev": -8.5, "homo_lumo_gap_ev": 6.105, "symbols": ["C", "C", "N", "C", "C", "C", "O", "O", "N", "B", "O", "O", "C", "O", "C", "C", "C", "O", "C", "C", "C", "O", "C", "C", "O", "C", "P", "O", "C", "C", "C", "C", "O", "C", "C", "C", "C", "C", "C", "C", "H", "H", "H", "H", "H", "H", "H", "H", "H", "H", "H", "H", "H", "H", "H", "H", "H", "H", "H", "H", "H", "H", "H", "H", "H", "H", "H", "H", "H", "H", "C", "C", "O", "O", "H", "H", "H", "H", "H", "H", "C", "C", "O", "O", "H", "H", "H", "H", "H", "H", "C", "C", "O", "O", "H", "H", "H", "H", "H", "H", "C", "C", "O", "O", "H", "H", "H", "H", "H", "H", "C", "C", "O", "O", "H", "H", "H", "H", "H", "H", "C", "C", "O", "O", "H", "H", "H", "H", "H", "H"], "coordinates": [[4.29, 0.23, 1.02], [4.56, 0.16, -0.56], [3.43, 0.27, -1.47], [2.38, 1.21, -1.15], [2.57, 2.62, -1.84], [3.83, 2.84, -2.84], [3.71, 2.46, -4.06], [4.95, 3.43, -2.30], [1.64, 3.74, -1.60], [2.02, 4.99, -2.40], [1.65, 5.02, -3.80], [2.74, 6.11, -1.85], [0.49, 3.65, -0.71], [-0.25, 4.84, -0.55], [0.31, 5.79, 0.38], [-0.11, 5.74, 1.91], [0.37, 4.39, 2.71], [-1.50, 6.10, 2.19], [0.18, 2.26, -0.03], [-1.10, 2.07, 0.85], [-2.25, 3.12, 1.13], [-3.48, 2.58, 0.50], [-4.61, 3.04, 1.23], [-5.96, 2.14, 1.34], [-4.67, 4.18, 1.79], [-1.35, 0.68, 1.56], [-2.85, 0.38, 2.71], [-2.86, 1.37, 3.92], [-0.39, -0.54, 1.39], [0.87, -0.40, 0.44], [1.72, -1.73, 0.30], [0.74, -3.04, 0.25], [0.19, -3.25, -0.88], [0.45, -3.98, 1.50], [-1.07, -4.21, 1.85], [-1.55, -5.14, 3.01], [-0.45, -5.87, 3.83], [1.07, -5.62, 3.49], [1.55, -4.70, 2.34], [1.13, 0.99, -0.22], [3.47, 0.94, 1.36], [4.18, -0.84, 1.45], [5.27, 0.62, 1.51], [5.33, 0.99, -0.80], [5.15, -0.83, -0.75], [3.17, -0.54, -2.03], [1.55, 4.06, -4.07], [2.11, 6.86, -1.76], [0.03, 6.85, -0.01], [1.47, 5.77, 0.35], [0.50, 6.58, 2.43], [1.08, 3.80, 2.04], [1.00, 4.71, 3.63], [-0.50, 3.79, 3.14], [-1.80, 5.59, 2.98], [-2.15, 4.17, 0.73], [-2.40, 3.20, 2.28], [-6.01, 1.57, 2.34], [-6.91, 2.77, 1.20], [-5.87, 1.36, 0.49], [-2.69, -0.94, 3.30], [-4.09, 0.35, 1.99], [-0.63, -1.52, 1.95], [2.36, -1.83, -0.63], [2.31, -1.86, 1.29], [-1.92, -3.70, 1.24], [-2.66, -5.33, 3.26], [-0.69, -6.60, 4.69], [1.87, -6.17, 4.09], [2.64, -4.52, 2.05], [-3.87, -8.93, 2.63], [-2.37, -9.15, 2.78], [-1.96, -8.79, 4.10], [-4.18, -7.56, 2.91], [-4.21, -9.17, 1.63], [-4.42, -9.54, 3.35], [-1.82, -8.52, 2.08], [-2.10, -10.20, 2.59], [-2.33, -9.44, 4.71], [-3.60, -7.30, 3.64], [-0.34, -11.00, -0.09], [0.59, -12.20, -0.03], [-0.06, -13.32, -0.62], [-1.56, -11.29, 0.58], [0.11, -10.12, 0.39], [-0.58, -10.75, -1.13], [0.80, -12.47, 1.01], [1.53, -12.01, -0.55], [-0.12, -13.16, -1.57], [-1.77, -12.22, 0.36], [-9.17, 2.88, -2.99], [-8.75, 2.91, -1.53], [-7.49, 2.25, -1.38], [-9.25, 1.52, -3.43], [-10.14, 3.35, -3.13], [-8.43, 3.38, -3.62], [-9.47, 2.38, -0.90], [-8.65, 3.94, -1.16], [-6.82, 2.80, -1.80], [-8.51, 1.06, -3.01], [-9.55, 4.71, -6.27], [-10.53, 5.07, -7.37], [-10.71, 6.49, -7.40], [-10.02, 5.19, -5.01], [-9.41, 3.63, -6.20], [-8.57, 5.18, -6.45], [-11.51, 4.63, -7.16], [-10.18, 4.73, -8.34], [-9.89, 6.88, -7.72], [-10.42, 6.06, -5.19], [8.49, 4.72, -1.07], [8.86, 3.33, -1.56], [8.41, 2.36, -0.62], [9.07, 4.95, 0.21], [8.85, 5.49, -1.76], [7.41, 4.81, -0.96], [9.95, 3.22, -1.64], [8.42, 3.12, -2.54], [7.44, 2.34, -0.66], [9.00, 4.10, 0.69], [11.42, 2.10, 1.69], [12.36, 0.90, 1.75], [11.73, -0.22, 1.13], [10.19, 1.78, 2.35], [11.85, 2.97, 2.18], [11.17, 2.35, 0.65], [12.57, 0.63, 2.78], [13.30, 1.11, 1.23], [11.68, -0.05, 0.18], [10.00, 0.85, 2.12]]}

=====

Computed max |F| (Eh/bohr) in order:
0.0565, 0.0677, 0.0906, 0.1466, 0.0284, 0.2084, 0.1074, 0.0737, 0.0309, 0.0199, 0.1231